No. 1
The following is a DFT calculation (wB97M-V/def2-TZVPD) of a single C19H29FN2O5S molecule.

Calculated values
**HOMO-LUMO gap**: 0.3738 Ha
**Total charge**: 0
**Total energy**: -1725.188216 a.u.
**Strongest force on any atom**: 0.32 eV/A
**Highest occupied orbital energy**: -9.815 eV
**SMILES**: O=C(NC[C@H]1C[C@@H]2CC[C@H]1N2C(=O)[C@H]1CCS(=O)(=O)C1)[C@@H](F)C1CCOCC1
**Energy above the lowest of the compared OMol25 structures with the same formula, charge and spin**: 6.88 kcal per mole

Atoms and positions in Å:
O  -1.51  2.65  0.77
C  -1.99  1.56  0.95
N  -1.27  0.42  1.07
C  0.17  0.40  0.93
C  0.85  -0.32  2.09
C  0.51  -1.84  2.14
C  1.89  -2.50  2.00
C  2.67  -2.29  3.31
C  3.02  -0.77  3.25
C  2.38  -0.35  1.92
N  2.57  -1.56  1.11
C  3.09  -1.83  -0.10
O  3.07  -2.95  -0.59
C  3.71  -0.67  -0.86
C  4.98  -1.16  -1.61
C  4.58  -1.54  -3.02
S  3.51  -0.20  -3.49
O  4.30  0.99  -3.62
O  2.59  -0.57  -4.52
C  2.69  -0.16  -1.89
C  -3.51  1.37  1.09
F  -3.90  2.06  2.23
C  -4.23  1.92  -0.12
C  -3.81  1.18  -1.39
C  -4.61  1.69  -2.57
O  -6.01  1.57  -2.36
C  -6.42  2.32  -1.23
C  -5.74  1.85  0.04
H  -1.75  -0.45  1.23
H  0.45  -0.09  -0.01
H  0.50  1.44  0.88
H  0.58  0.18  3.02
H  0.00  -2.14  3.05
H  -0.11  -2.14  1.29
H  1.90  -3.51  1.61
H  2.08  -2.55  4.19
H  3.57  -2.90  3.32
H  2.62  -0.20  4.09
H  4.10  -0.62  3.22
H  2.80  0.55  1.47
H  3.99  0.13  -0.18
H  5.72  -0.36  -1.64
H  5.43  -2.01  -1.09
H  5.40  -1.59  -3.74
H  3.99  -2.45  -3.05
H  1.83  -0.83  -2.00
H  2.35  0.86  -1.73
H  -3.77  0.32  1.25
H  -3.93  2.97  -0.22
H  -2.74  1.30  -1.58
H  -4.01  0.10  -1.28
H  -4.36  2.75  -2.76
H  -4.39  1.13  -3.48
H  -6.20  3.39  -1.40
H  -7.50  2.21  -1.17
H  -6.05  0.81  0.24
H  -6.07  2.45  0.89

***

No. 2
The following is a DFT calculation (wB97M-V/def2-TZVPD) of a molecular structure, C19H29I2N2O15 at a distorted geometry.

Calculated values
**HOMO-LUMO gap**: 0.3211 Ha
**Total charge**: +1
**Total energy**: -2574.570750 a.u.
**Strongest force on any atom**: 5.42 eV/A
**Highest occupied orbital energy**: -11.975 eV

Atoms and positions in Å:
C  -2.72  1.49  0.16
C  -3.21  0.25  1.11
I  -5.32  -0.43  1.06
C  -2.25  -0.44  2.02
I  -3.09  -2.13  3.20
N  -0.79  -0.09  2.23
C  0.11  -0.40  1.05
N  1.42  -1.09  1.45
H  -3.06  2.54  0.58
H  -1.56  1.55  -0.03
H  -3.21  1.30  -0.91
H  -0.45  -0.69  3.04
H  -0.72  0.91  2.58
H  0.44  0.65  0.60
H  -0.42  -0.97  0.16
H  1.24  -1.84  2.18
H  1.79  -1.63  0.61
C  -7.03  -5.66  5.04
C  -6.19  -5.43  3.82
O  -5.09  -4.68  4.32
C  -4.99  -4.96  5.65
O  -4.06  -4.62  6.36
O  -6.08  -5.66  6.09
H  -7.57  -6.60  5.00
H  -7.74  -4.84  5.21
H  -5.81  -6.37  3.40
H  -6.72  -4.87  3.05
C  0.86  3.90  -0.57
C  1.20  4.60  -1.85
O  0.27  4.06  -2.77
C  -0.79  3.61  -2.05
O  -1.85  3.24  -2.54
O  -0.53  3.63  -0.71
H  1.04  4.53  0.30
H  1.39  2.96  -0.46
H  1.04  5.69  -1.79
H  2.23  4.41  -2.17
C  0.40  -0.03  -4.22
C  1.24  0.20  -5.44
O  2.33  0.95  -4.94
C  2.43  0.67  -3.61
O  3.36  1.01  -2.90
O  1.34  -0.03  -3.17
H  -0.14  -0.97  -4.26
H  -0.32  0.79  -4.05
H  1.61  -0.74  -5.87
H  0.71  0.76  -6.21
C  2.93  -5.76  2.94
C  2.85  -5.80  4.43
O  2.53  -4.46  4.77
C  1.93  -3.90  3.68
O  1.38  -2.82  3.68
O  2.03  -4.72  2.59
H  2.62  -6.70  2.48
H  3.93  -5.50  2.58
H  2.05  -6.45  4.79
H  3.79  -6.10  4.89
C  3.80  5.42  -4.47
C  3.84  6.35  -5.63
O  3.73  7.63  -5.04
C  4.16  7.50  -3.75
O  4.35  8.44  -2.99
O  4.34  6.19  -3.41
H  4.39  4.52  -4.63
H  2.77  5.13  -4.20
H  4.79  6.30  -6.17
H  3.02  6.18  -6.34

***

No. 3
The following is a DFT calculation (wB97M-V/def2-TZVPD) of a single C19H29NO molecule at a distorted geometry.

Calculated values
**HOMO-LUMO gap**: 0.3877 Ha
**Total charge**: 0
**Total energy**: -871.382443 a.u.
**Strongest force on any atom**: 2.78 eV/A
**Highest occupied orbital energy**: -9.879 eV
**SMILES**: C[C@@]12C[C@H]3CC[C@@H]4C[C@H](O)CC[C@@H]4[C@H]3C[C@@H]1CC[C@H]2C#N
**Energy above the lowest of the compared OMol25 structures with the same formula, charge and spin**: 1.74 kcal per mole

Atoms and positions in Å:
C  1.88  3.76  -0.73
C  1.60  2.21  -0.66
C  0.98  1.93  0.70
C  0.32  0.55  1.02
C  -0.88  0.82  1.97
C  -1.75  -0.39  2.19
C  -2.28  -0.91  0.87
C  -3.22  -2.14  1.17
C  -2.68  -3.49  0.74
O  -3.34  -4.60  1.34
C  -1.22  -3.63  1.13
C  -0.37  -2.59  0.42
C  -1.13  -1.31  -0.05
C  -0.09  -0.17  -0.29
C  -0.53  0.89  -1.34
C  0.67  1.77  -1.84
C  1.61  1.15  -2.91
C  3.06  1.33  -2.43
C  2.92  1.45  -0.91
C  4.10  1.92  -0.20
N  4.99  2.25  0.46
H  0.93  4.39  -0.80
H  2.51  4.01  -1.58
H  2.37  4.09  0.20
H  1.72  2.17  1.46
H  0.21  2.69  0.79
H  1.02  -0.13  1.52
H  -0.53  1.21  2.94
H  -1.48  1.62  1.54
H  -2.57  -0.10  2.80
H  -1.17  -1.18  2.75
H  -2.86  -0.20  0.33
H  -4.21  -1.94  0.69
H  -3.41  -2.17  2.24
H  -2.77  -3.58  -0.36
H  -2.90  -5.44  1.12
H  -0.85  -4.66  0.91
H  -1.19  -3.46  2.22
H  0.07  -3.08  -0.45
H  0.44  -2.36  1.08
H  -1.59  -1.55  -1.01
H  0.82  -0.60  -0.68
H  -1.01  0.40  -2.20
H  -1.30  1.54  -0.92
H  0.19  2.65  -2.26
H  1.40  0.11  -3.03
H  1.49  1.64  -3.86
H  3.73  0.51  -2.77
H  3.47  2.22  -2.82
H  2.82  0.43  -0.49

***

No. 4
The following is a DFT calculation (wB97M-V/def2-TZVPD) of a molecular structure, C19H30BBeBr6F6MgN2O10PS at a distorted geometry.

Calculated values
**HOMO-LUMO gap**: 0.1234 Ha
**Total charge**: 0
**Total energy**: -18626.124047 a.u.
**Strongest force on any atom**: 4.78 eV/A
**Highest occupied orbital energy**: -9.000 eV

Atoms and positions in Å:
O  6.36  -3.01  -1.17
P  6.35  -1.62  -0.64
C  4.76  -0.74  -0.96
C  4.79  0.64  -1.34
C  3.61  1.34  -1.57
C  2.42  0.64  -1.46
C  2.38  -0.73  -1.12
C  3.54  -1.44  -0.84
Br  3.44  -3.28  -0.32
C  0.93  -1.15  -1.14
O  0.53  -2.26  -0.89
N  0.17  -0.04  -1.54
C  -1.15  0.12  -0.92
C  -2.09  -0.91  -1.59
F  -1.74  -0.91  -2.98
C  0.99  1.10  -1.64
O  0.64  2.24  -1.81
H  6.49  -1.66  0.78
H  7.45  -0.87  -1.13
H  5.76  1.15  -1.45
H  3.59  2.40  -1.83
H  -1.11  -0.03  0.17
H  -1.51  1.13  -1.15
H  -1.90  -1.91  -1.17
H  -3.14  -0.63  -1.46
Mg  -2.39  -2.89  -3.90
B  5.61  0.65  -5.33
F  6.27  -0.30  -4.53
F  5.83  1.94  -4.78
F  6.12  0.61  -6.64
F  4.22  0.38  -5.35
C  10.92  -3.86  -1.86
C  9.48  -3.49  -1.59
O  9.33  -3.63  -0.17
S  10.70  -3.28  0.54
O  10.63  -1.90  1.00
O  11.05  -4.33  1.41
O  11.65  -3.32  -0.74
H  11.06  -4.94  -1.87
H  11.28  -3.44  -2.80
H  8.77  -4.12  -2.12
H  9.29  -2.44  -1.85
C  -5.35  0.67  -0.77
O  -4.42  1.19  0.14
C  -4.13  2.59  -0.07
C  -4.63  3.40  1.11
N  -6.08  3.41  1.14
C  -6.66  3.97  2.36
C  -6.42  3.20  3.65
O  -7.07  1.92  3.67
C  -6.26  0.86  3.12
H  -5.44  -0.42  -0.57
H  -6.33  1.12  -0.64
H  -5.01  0.81  -1.81
H  -4.56  2.95  -1.01
H  -3.05  2.69  -0.14
H  -4.25  4.42  1.03
H  -4.21  2.95  2.02
H  -6.42  2.46  1.04
H  -7.73  4.04  2.19
H  -6.30  5.00  2.49
H  -6.88  3.77  4.46
H  -5.37  3.10  3.91
H  -5.20  1.03  3.30
H  -6.45  0.73  2.06
H  -6.54  -0.07  3.61
O  -5.75  0.20  6.10
H  -6.22  0.34  6.93
H  -6.14  0.84  5.50
Br  12.02  -1.41  2.67
C  -10.26  -0.27  2.33
Br  -9.70  -1.93  1.49
Br  -11.32  -0.59  3.91
Br  -8.74  0.88  2.72
H  -10.89  0.24  1.62
Be  -5.25  -2.28  -0.47
F  12.20  1.08  2.60
Br  -6.56  -4.10  -1.93